[1]
132
Properties=species:S:1:pos:R:3:mulliken_charge:R:1 method="wB97M-V/def2-TZVPD" smiles="C[C@H]1COC(=O)O1.C[C@H]1COC(=O)O1.C[C@H]1COC(=O)O1.C[C@H]1COC(=O)O1.C[C@H]1COC(=O)O1.O=S1(=O)OCCO1.O=S1(=O)OCCO1.O=S1(=O)OCCO1.O=S1(=O)OCCO1.O=S1(=O)OCCO1.CCCC#N" lumo_ha=-0.0177 homo_energy_ev=-10.3
C 2.8806 -1.1744 -8.1692 -1.367
C 1.6526 -1.9268 -7.7054 0.478
C 2.0040 -3.2427 -6.8935 -0.447
O 0.8233 -3.3249 -6.1499 -0.305
C 0.5296 -2.1184 -5.7958 0.672
O -0.2701 -1.8014 -4.9226 -0.591
O 1.0036 -1.2336 -6.7077 -0.280
H 2.6224 -0.2763 -8.7304 0.351
H 3.4889 -1.9228 -8.6771 0.383
H 3.5557 -0.8263 -7.3874 0.282
H 0.9552 -2.1088 -8.5231 0.266
H 2.8019 -3.2291 -6.1510 0.281
H 2.0281 -4.1269 -7.5305 0.288
C -3.4879 4.9169 -3.1727 -1.240
C -3.9212 3.8925 -2.1592 0.955
C -5.3033 3.2459 -2.4748 -0.600
O -5.0299 1.8962 -2.2138 -0.305
C -3.7928 1.6231 -2.4114 0.564
O -3.3641 0.4591 -2.5907 -0.602
O -3.0778 2.8261 -2.4008 -0.040
H -4.0714 5.8252 -3.0225 0.436
H -3.6639 4.5801 -4.1944 0.369
H -2.4252 5.1250 -3.0492 0.013
H -4.0115 4.1772 -1.1109 -0.186
H -5.5159 3.3349 -3.5402 0.342
H -6.0645 3.6074 -1.7835 0.327
C 5.7502 1.4355 -1.0254 -0.967
C 5.3165 0.0189 -1.5523 0.300
C 4.4711 -0.9037 -0.7140 0.418
O 3.5282 -1.4213 -1.6461 -0.095
C 3.6338 -0.7258 -2.8134 0.463
O 2.8496 -0.8212 -3.7525 -0.616
O 4.5737 0.2079 -2.6860 -0.345
H 4.9779 1.7842 -0.3397 -0.017
H 5.7753 2.1817 -1.8195 0.334
H 6.6862 1.4319 -0.4670 0.365
H 6.1835 -0.5608 -1.8694 0.365
H 4.0401 -0.2053 0.0033 -0.384
H 4.9911 -1.7670 -0.2987 0.277
C 2.2907 -4.0745 1.6485 -0.819
C 3.2331 -5.2702 1.3049 0.243
C 2.7693 -6.2721 0.3223 -0.285
O 3.8741 -6.4511 -0.5621 -0.364
C 4.6361 -5.3699 -0.4700 0.672
O 5.5604 -5.1439 -1.2400 -0.604
O 4.3399 -4.7173 0.6512 -0.347
H 2.8680 -3.2141 1.9869 0.358
H 1.5825 -4.2790 2.4514 0.261
H 1.7573 -3.7708 0.7478 -0.067
H 3.5430 -5.7905 2.2112 0.332
H 1.9170 -5.8388 -0.2011 0.296
H 2.4763 -7.1778 0.8535 0.333
C -3.4834 0.7434 0.7225 -1.111
C -3.6399 0.4081 2.2053 0.083
C -5.1036 0.3527 2.5723 -0.479
O -5.1197 -0.8624 3.3749 -0.424
C -3.9481 -1.5655 3.1174 0.266
O -3.6342 -2.7101 3.5023 -0.573
O -3.1818 -0.9240 2.2528 0.456
H -3.7165 1.7948 0.5539 0.252
H -4.0868 0.0790 0.1039 0.663
H -2.4358 0.7061 0.4237 -0.248
H -2.9578 1.0086 2.8072 0.367
H -5.7352 0.2505 1.6898 0.292
H -5.3252 1.2775 3.1049 0.411
O 1.2139 -0.3528 6.4492 -0.518
S 1.6963 -1.6368 5.8927 1.131
O 3.0554 -2.1595 6.1503 -0.561
O 0.4972 -2.7503 6.0932 -0.420
C -0.3431 -2.9666 5.0244 -0.038
C 0.0927 -1.8552 4.0139 0.025
O 1.4507 -1.5392 4.2591 -0.206
H -0.4395 -4.0279 4.7954 0.284
H -1.3710 -2.7585 5.3214 0.212
H -0.4555 -0.9138 4.0519 0.207
H -0.0196 -2.3090 3.0293 -0.189
O 0.0365 4.8432 2.2357 -0.555
S -1.4156 4.6122 2.0322 0.900
O -1.8969 3.6402 1.0484 -0.053
O -2.2276 4.3755 3.4574 -0.353
C -3.2749 5.3077 3.7302 -0.268
C -3.5021 6.0638 2.4015 -0.272
O -2.2644 6.0057 1.7134 -0.404
H -4.1112 4.6211 3.8620 0.254
H -3.1423 5.9619 4.5919 0.293
H -3.7801 7.1160 2.4622 0.303
H -4.1343 5.5547 1.6740 0.155
O 3.6522 4.1041 -2.0945 -0.564
S 2.6870 4.4291 -1.0878 1.032
O 3.1637 4.5688 0.2606 -0.463
O 1.6430 5.7212 -1.5191 -0.503
C 0.2495 5.2854 -1.5984 -0.115
C 0.3247 3.6841 -1.7683 0.175
O 1.5174 3.2717 -1.1438 -0.110
H -0.2502 5.4305 -0.6406 0.124
H -0.2070 5.8524 -2.4097 0.306
H 0.3729 3.3954 -2.8183 0.284
H -0.5824 3.2794 -1.3195 -0.224
O 1.9585 3.9918 5.5195 -0.531
S 3.2268 3.4131 5.1361 0.996
O 4.4333 3.6691 5.9568 -0.576
O 2.9951 1.8108 4.8085 -0.339
C 2.3006 1.6981 3.5924 -0.044
C 2.9081 2.8056 2.7003 0.618
O 3.5690 3.7330 3.5471 -0.340
H 2.3088 0.6454 3.3099 0.194
H 1.2688 1.9464 3.8413 0.215
H 2.1493 3.2253 2.0399 -0.270
H 3.7068 2.3711 2.0991 0.048
O 1.9219 0.7260 0.4629 0.059
S 0.4793 0.4674 0.5519 -0.383
O -0.2876 1.2096 1.6047 -0.214
O -0.2752 0.4906 -0.8645 -0.192
C -0.1525 -0.6978 -1.5529 0.128
C -0.4208 -1.6643 -0.4595 0.168
O 0.1250 -1.1489 0.6985 0.168
H -0.7741 -0.8162 -2.4404 0.568
H 0.8187 -0.9737 -1.9637 -0.338
H -0.0273 -2.6584 -0.6714 0.366
H -1.4281 -1.7354 -0.0491 -0.236
C -4.2601 -3.5622 0.1051 -0.712
C -3.6847 -4.7581 0.9748 -0.235
C -3.0862 -5.9892 0.3360 -0.609
C -1.6835 -5.8017 -0.1500 0.268
N -0.5704 -5.7542 -0.4526 -0.474
H -4.3043 -2.6330 0.6731 -0.167
H -5.2051 -3.8841 -0.3323 0.431
H -3.6108 -3.1799 -0.6826 0.284
H -4.4893 -5.2434 1.5272 0.333
H -2.9089 -4.5237 1.7038 0.159
H -3.7593 -6.2755 -0.4721 0.338
H -3.0809 -6.7992 1.0653 0.336

=====

[2]
101
Properties=species:S:1:pos:R:3:lowdin_spin:R:1 method="wB97M-V/def2-TZVPD" spin_multiplicity=2 lumo_ha="0.0026 / 0.0021" homo_energy_ev="-4.7 / -4.8"
Yb -0.9125 -0.0980 -0.2388 0.164
C -3.2723 4.7050 1.0624 0.000
C -1.8582 4.0781 1.1607 0.000
C -0.8588 4.9940 0.4373 0.003
C -1.4680 4.0469 2.6517 0.000
P -1.6946 2.2672 0.5209 0.016
C -3.2491 1.4365 1.3082 0.009
N -2.8557 0.2147 1.9983 0.016
B -2.1251 -0.8382 1.2193 0.053
N -0.7035 -0.9426 1.8248 -0.002
C 0.5599 -1.4853 1.2652 0.004
P 1.6661 -0.3319 0.0877 0.009
C 2.6749 0.8756 1.1886 -0.001
C 1.7007 1.7591 1.9752 0.000
C 3.6199 0.1694 2.1700 0.000
C 3.4796 1.8446 0.2925 0.000
C 2.7970 -1.6948 -0.6735 0.000
C 3.2770 -2.7663 0.3342 0.000
C 4.0204 -1.0871 -1.3768 0.000
C 1.9542 -2.4051 -1.7539 0.001
C -0.8918 -0.3916 3.1131 0.000
C -0.0157 -0.4394 4.2063 0.000
C -0.3838 0.2228 5.3882 0.001
C -1.6006 0.9260 5.4624 0.001
C -2.4657 0.9649 4.3586 0.002
C -2.0966 0.2863 3.1946 0.003
C -1.9892 2.1450 -1.3732 0.022
C -2.2348 0.6694 -1.7494 0.039
C -0.7067 2.5792 -2.1134 0.236
C -3.1748 2.9825 -1.8710 0.011
H -3.2576 5.7289 1.4959 0.000
H -4.0337 4.1432 1.6307 0.000
H -3.6364 4.8181 0.0343 0.000
H -0.8434 6.0029 0.9041 0.000
H -1.1552 5.1459 -0.6155 0.003
H 0.1694 4.5751 0.4848 0.000
H -1.4814 5.0678 3.0915 0.000
H -0.4477 3.6298 2.7866 0.000
H -2.1756 3.4252 3.2326 0.000
H -4.0012 1.2171 0.5269 0.002
H -3.7439 2.0863 2.0481 0.001
H 0.2713 -2.3960 0.7071 0.000
H 1.2058 -1.8471 2.0865 0.000
H 1.0930 1.1636 2.6554 0.000
H 1.0311 2.3051 1.2832 0.000
H 2.2447 2.5086 2.5907 0.000
H 3.0672 -0.5437 2.8143 0.000
H 4.1205 0.9135 2.8267 0.000
H 4.4298 -0.3519 1.6309 0.000
H 2.8002 2.3809 -0.4057 0.000
H 4.2500 1.3490 -0.3128 0.000
H 4.0073 2.6036 0.9104 0.000
H 3.8905 -2.3512 1.1473 0.000
H 3.9017 -3.5247 -0.1862 0.000
H 2.4310 -3.3176 0.7872 0.000
H 4.7362 -0.6775 -0.6425 0.000
H 3.7117 -0.3012 -2.0987 0.000
H 4.5783 -1.8700 -1.9356 0.000
H 1.0601 -2.8954 -1.3208 0.000
H 2.5476 -3.1910 -2.2701 0.000
H 1.6077 -1.6761 -2.5185 0.000
H 0.9271 -0.9646 4.1560 0.000
H 0.2765 0.2000 6.2451 0.000
H -1.8728 1.4367 6.3765 0.000
H -3.4054 1.4981 4.4173 0.000
H -1.3789 0.0367 -1.4312 0.015
H -2.3469 0.5579 -2.8501 0.001
H -3.1616 0.2740 -1.2919 0.012
H 0.1571 1.9601 -1.7879 0.075
H -0.4466 3.6338 -1.9356 0.025
H -0.8271 2.4567 -3.2119 0.012
H -4.1054 2.7302 -1.3218 0.001
H -3.3506 2.8004 -2.9532 0.002
H -2.9510 4.0601 -1.7864 0.003
C -0.1512 -0.8874 -5.4511 0.000
As 0.7248 -1.8852 -3.9994 0.002
C 0.2093 -3.7822 -3.9183 0.002
C 2.6664 -1.5867 -3.8919 0.000
S 0.0425 -1.1405 -2.4321 0.013
H 0.2044 -1.2736 -6.4282 0.000
H 0.1011 0.1896 -5.3659 0.000
H -1.2506 -1.0181 -5.3804 0.000
H 0.5815 -4.3024 -4.8245 0.000
H -0.8962 -3.8646 -3.8732 0.000
H 0.6537 -4.2493 -3.0156 0.000
H 3.1525 -2.0053 -4.7968 0.000
H 3.0700 -2.0904 -2.9896 0.000
H 2.8718 -0.4981 -3.8327 0.000
N -1.1571 -7.7890 0.4138 0.001
C -1.1230 -6.6328 0.3183 0.000
C -1.0807 -5.2045 0.2005 0.003
C -0.2122 -4.6005 -0.7159 0.001
C -0.1733 -3.2089 -0.8285 0.002
C -0.9985 -2.4209 -0.0293 0.003
C -1.8646 -3.0176 0.8841 0.016
C -1.9079 -4.4086 1.0013 0.005
H 0.4369 -5.2064 -1.3453 0.000
H 0.4983 -2.7328 -1.5376 0.000
H -2.5038 -2.3932 1.5025 0.008
H -2.5884 -4.8641 1.7183 0.000
H -0.3911 1.3858 -1.4463 0.204